(1)
Computed, not measured: a gas-phase ion, CH6N3O (charge +1) in a non-equilibrium geometry, with ωB97M-V/def2-TZVPD.

HOMO-LUMO gap: 0.38127 Ha
energy relative to the best compared isomer or geometry (same formula, charge and spin): 265.08 kJ/mol
E: -7641.8389 eV
SMILES: [NH3+]C/N=N/O
charge: +1
maximum force: 5.46 eV Å⁻¹

Last column: natural (NBO) charge in e.
Geometry (Å):
N 1.123 -0.504 -0.283  -0.7127
C 0.038 0.525 0.114  -0.0913
N -1.205 -0.157 0.438  -0.2859
N -2.224 0.311 -0.330  0.1785
O -3.326 -0.340 -0.014  -0.4386
H 1.017 -1.264 0.358  0.4480
H 2.192 -0.149 -0.262  0.4731
H 1.039 -0.967 -1.229  0.4501
H 0.559 0.851 1.124  0.2315
H -0.177 1.261 -0.616  0.2392
H -3.996 -0.154 -0.667  0.5082



(2)
Computed, not measured: 2 unconnected molecules or ions with the total composition C24H28ClN2O in a non-equilibrium geometry, with ωB97M-V/def2-TZVPD.

HOMO-LUMO gap: 0.20101 Ha
E: -42885.6143 eV
charge: +1
maximum force: 2.50 eV Å⁻¹

Last column: natural (NBO) charge in e.
Geometry (Å):
Cl -3.385 -2.321 -4.584  0.1045
C -2.352 -1.184 -3.816  0.0456
C -2.881 0.012 -3.307  -0.2435
C -2.061 0.865 -2.573  -0.0839
C -0.665 0.612 -2.432  -0.2269
C 0.202 1.606 -1.876  0.3795
C 1.700 1.457 -1.847  -0.5138
C 2.240 2.933 -1.841  -0.4725
C 1.014 3.765 -2.117  0.0508
C -0.130 2.998 -1.947  -0.3075
C -0.163 -0.594 -2.991  -0.0342
C -0.977 -1.456 -3.715  -0.2611
H -3.920 0.276 -3.515  0.2555
H -2.477 1.778 -2.148  0.2236
H 2.031 0.834 -1.001  0.2920
H 2.056 0.974 -2.778  0.2643
H 2.626 3.164 -0.834  0.2643
H 3.065 3.060 -2.557  0.2613
H 1.056 4.817 -2.401  0.2488
H -1.154 3.377 -1.894  0.2483
H 0.905 -0.794 -2.921  0.2230
H -0.564 -2.323 -4.219  0.2560
C 1.853 2.445 3.344  -0.4145
N 1.234 1.333 2.673  -0.4586
C -0.036 1.371 1.934  0.2953
C -1.245 1.300 2.881  -0.6452
C -0.186 2.598 1.072  -0.6074
N 0.114 0.157 1.124  -0.6565
C 0.782 -0.819 1.972  -0.1318
C 1.422 -2.026 1.254  -0.4470
C 0.390 -3.078 0.943  0.0728
C -0.101 -3.894 1.970  -0.2471
C -1.128 -4.804 1.703  -0.1894
C -1.685 -4.876 0.416  -0.2214
C -1.202 -4.041 -0.601  -0.1986
C -0.154 -3.157 -0.340  -0.2627
C 1.793 0.079 2.702  0.6911
O 2.887 -0.257 3.147  -0.6027
H 2.653 2.055 3.982  0.2547
H 2.279 3.146 2.614  0.1885
H 1.110 2.978 3.952  0.2026
H -1.150 0.495 3.619  0.2270
H -1.382 2.246 3.417  0.2203
H -2.150 1.118 2.297  0.2113
H 0.728 2.729 0.477  0.1979
H -1.037 2.460 0.393  0.2036
H -0.360 3.506 1.674  0.2357
H -0.738 -0.170 0.677  0.3804
H 0.084 -1.214 2.748  0.1979
H 1.955 -1.692 0.347  0.2074
H 2.175 -2.418 1.961  0.2540
H 0.323 -3.804 2.974  0.2216
H -1.503 -5.447 2.503  0.2251
H -2.492 -5.586 0.211  0.2241
H -1.645 -4.072 -1.598  0.2078
H 0.247 -2.514 -1.123  0.1898



(3)
Computed, not measured: a molecular structure, C5H2O in a non-equilibrium geometry, with ωB97M-V/def2-TZVPD.

HOMO-LUMO gap: 0.32169 Ha
energy relative to the best compared isomer or geometry (same formula, charge and spin): 423.20 kJ/mol
E: -7256.1220 eV
maximum force: 1.21 eV Å⁻¹

Last column: natural (NBO) charge in e.
Geometry (Å):
O 1.016 1.806 -0.583  -0.5245
C 0.936 0.769 0.011  0.3654
C 0.443 -0.807 -0.748  0.0568
C -0.257 -1.804 -0.263  -0.1755
C -0.801 -0.684 0.384  0.1085
C -0.752 0.491 0.879  -0.2997
H 1.618 0.364 0.778  0.1906
H -1.310 1.384 1.121  0.2785



(4)
Computed, not measured: 3 unconnected molecules or ions with the total composition C19H45B2F9N6O4P2 in a non-equilibrium geometry, with ωB97M-V/def2-TZVPD.

HOMO-LUMO gap: 0.26951 Ha
E: -81947.5430 eV
SMILES: COB(O)BCCC(F)(F)C(F)(F)C(F)(F)C(F)(F)F.CN(C)P(=O)(N(C)C)N(C)C.CN(C)P(=O)(N(C)C)N(C)C
maximum force: 7.28 eV Å⁻¹

Last column: Mulliken charge in e.
Geometry (Å):
C -0.013 -1.091 1.006  -0.4507
O 0.413 0.009 0.180  -0.5362
B -0.679 0.324 -0.630  0.3581
O -0.771 -0.245 -1.919  -0.3847
B -1.955 1.340 -0.141  0.4709
C -3.423 0.945 -0.625  -0.2883
C -4.516 1.495 0.360  -1.2453
C -5.902 0.946 -0.016  1.0458
F -6.714 2.026 -0.221  -0.3633
F -5.911 0.277 -1.188  -0.2887
C -6.606 0.103 1.082  0.4083
F -6.583 0.862 2.204  -0.3010
F -7.888 -0.048 0.757  -0.2902
C -5.912 -1.234 1.453  0.6826
F -4.664 -1.075 1.903  -0.2450
F -6.620 -1.753 2.472  -0.3056
C -5.889 -2.327 0.336  0.5965
F -6.990 -2.374 -0.384  -0.2551
F -4.835 -2.236 -0.461  -0.2089
F -5.783 -3.507 0.958  -0.2757
H -1.055 -1.394 0.771  0.1021
H 0.026 -0.763 2.051  0.2302
H 0.590 -1.994 0.846  0.2562
H -1.582 -0.776 -1.884  0.2556
H -1.742 2.280 0.563  -0.1509
H -3.632 1.355 -1.628  0.2960
H -3.475 -0.150 -0.726  0.0623
H -4.458 2.584 0.259  0.4780
H -4.204 1.255 1.380  0.3522
C 4.162 -2.911 5.726  -0.8614
N 2.992 -2.540 4.966  0.1047
C 3.301 -2.543 3.540  -0.9825
P 1.686 -1.504 5.436  0.9332
O 0.650 -2.342 4.691  -0.8390
N 1.084 -1.850 7.027  0.1406
C 1.444 -3.088 7.699  -1.0660
C -0.358 -1.633 7.156  -1.0888
N 2.795 -0.346 6.112  0.0792
C 3.493 0.514 5.161  -1.0497
C 3.276 -0.229 7.472  -0.8640
H 4.951 -2.144 5.708  0.2388
H 4.593 -3.828 5.318  0.3753
H 3.936 -3.143 6.763  0.1677
H 3.940 -1.692 3.262  0.3235
H 2.393 -2.485 2.938  0.1896
H 3.811 -3.464 3.246  0.3651
H 1.344 -3.965 7.046  0.2969
H 0.818 -3.247 8.579  0.3909
H 2.462 -3.039 8.090  0.2586
H -0.934 -2.475 6.757  0.3373
H -0.663 -0.732 6.620  0.3571
H -0.625 -1.494 8.206  0.3336
H 4.510 0.152 4.965  0.3035
H 3.555 1.543 5.522  0.3928
H 2.960 0.550 4.208  0.2899
H 3.983 -1.023 7.727  0.2668
H 2.467 -0.229 8.198  0.2603
H 3.798 0.722 7.615  0.3663
C -0.197 2.733 -7.579  -0.8274
N 0.763 3.227 -6.621  0.0879
C 1.158 4.590 -6.961  -1.0738
P 1.924 2.331 -5.712  0.8922
O 1.844 3.194 -4.459  -0.8341
N 1.262 0.906 -4.976  0.1864
C -0.179 0.725 -4.884  -1.0087
C 1.873 0.587 -3.684  -0.9962
N 2.420 1.369 -7.070  0.0442
C 3.300 2.016 -8.038  -1.0809
C 1.938 0.071 -7.491  -0.8214
H 0.239 2.553 -8.574  0.2364
H -1.003 3.460 -7.704  0.3837
H -0.687 1.820 -7.252  0.1567
H 1.803 4.615 -7.850  0.3310
H 1.704 5.059 -6.141  0.3066
H 0.285 5.219 -7.154  0.3487
H -0.690 1.626 -4.523  0.3076
H -0.433 -0.095 -4.217  0.2602
H -0.595 0.430 -5.851  0.2393
H 1.457 1.195 -2.874  0.2433
H 2.951 0.760 -3.714  0.4003
H 1.717 -0.466 -3.442  0.2784
H 2.742 2.369 -8.915  0.2984
H 4.088 1.340 -8.378  0.3816
H 3.800 2.877 -7.590  0.3447
H 0.934 0.125 -7.922  0.2565
H 1.936 -0.653 -6.680  0.2597
H 2.593 -0.352 -8.259  0.3731